[1]
# C2H6ClN2

2 unconnected molecules or ions with the total composition C2H6ClN2 at a distorted geometry (ωB97M-V/def2-TZVPD, OMol25).

**E_tot**: -17664.50536 eV
**ΔE to the lowest compared entry with this formula, charge and spin**: 299.5 kJ/mol
**Multiplicity**: 1
**Total charge**: +1
**Kohn-Sham gap**: 10.22 eV
**Strongest force on any atom**: 4.65 eV/A

Geometry (Å):
C (0.70, -0.18, 0.68)
C (-1.51, 0.73, -0.17)
N (1.00, -1.31, 0.72)
N (-0.14, 0.77, 0.48)
Cl (3.06, -0.14, -1.42)
H (-1.52, -0.16, -0.78)
H (-1.68, 1.60, -0.88)
H (-2.20, 0.62, 0.60)
H (1.66, -2.02, 0.36)
H (3.41, 0.91, -2.59)
H (0.09, 1.66, 0.91)

=====

[2]
# C2H6ClNO2S

A single C2H6ClNO2S molecule at a distorted geometry (ωB97M-V/def2-TZVPD, OMol25).

**E_tot**: -31110.80849 eV
**ΔE to the lowest compared entry with this formula, charge and spin**: 246.9 kJ/mol
**Multiplicity**: 1
**Kohn-Sham gap**: 10.17 eV
**Strongest force on any atom**: 4.39 eV/A

Geometry (Å):
C (-0.71, 0.71, 0.60)
C (-1.61, 0.29, -0.59)
N (1.42, -0.99, 0.18)
O (1.23, 1.00, -1.30)
O (2.74, -1.09, -0.22)
S (1.14, 0.87, 0.12)
Cl (-3.33, -0.13, -0.10)
H (-0.93, 1.77, 0.83)
H (-0.85, 0.17, 1.53)
H (-1.15, -0.63, -1.07)
H (-1.75, 1.11, -1.21)
H (1.30, -1.33, 1.11)
H (2.85, -1.62, -1.06)

=====

[3]
# C2H6ClNO3S

A single C2H6ClNO3S molecule at a distorted geometry (ωB97M-V/def2-TZVPD, OMol25).

**E_tot**: -33158.39384 eV
**ΔE to the lowest compared entry with this formula, charge and spin**: 248.6 kJ/mol
**SMILES**: O=S(=O)(O)CCNCl
**Multiplicity**: 1
**Kohn-Sham gap**: 10.67 eV
**Strongest force on any atom**: 5.12 eV/A

Geometry (Å):
C (0.37, 0.24, 0.84)
C (-0.18, -1.10, 0.22)
H (-0.55, 3.07, -0.12)
H (-0.33, 0.75, 1.48)
H (1.15, 0.07, 1.60)
H (-0.77, -0.68, -0.68)
H (0.65, -1.57, -0.22)
H (-1.65, -1.37, 1.59)
N (-0.86, -2.08, 1.23)
O (-0.52, 2.25, -0.80)
O (1.56, 2.55, 0.55)
O (1.68, 0.79, -1.33)
S (0.98, 1.56, -0.35)
Cl (-1.82, -2.95, -0.02)

=====

[4]
# C2H6ClNS

2 unconnected molecules or ions with the total composition C2H6ClNS at a distorted geometry (ωB97M-V/def2-TZVPD, OMol25).

**E_tot**: -27018.64344 eV
**ΔE to the lowest compared entry with this formula, charge and spin**: 54.3 kJ/mol
**SMILES**: [H]/N=C(/C)S.Cl
**Multiplicity**: 1
**Kohn-Sham gap**: 10.42 eV
**Strongest force on any atom**: 2.48 eV/A

Geometry (Å):
C (-0.79, -0.66, -0.39)
C (0.50, -0.28, 0.17)
N (0.58, 0.94, 0.54)
S (1.66, -1.57, 0.08)
Cl (-1.51, 3.27, 0.34)
H (-1.27, -1.16, 0.42)
H (-1.34, 0.17, -0.73)
H (-0.70, -1.45, -1.14)
H (1.36, 1.33, 1.04)
H (-0.42, 2.49, 0.26)
H (2.64, -1.26, 1.08)

=====

[5]
# C2H6ClO2P

2 unconnected molecules or ions with the total composition C2H6ClO2P at a distorted geometry (ωB97M-V/def2-TZVPD, OMol25).

**E_tot**: -28077.71076 eV
**ΔE to the lowest compared entry with this formula, charge and spin**: 152.7 kJ/mol
**SMILES**: CCOP=O.Cl
**Multiplicity**: 1
**Kohn-Sham gap**: 10.32 eV
**Strongest force on any atom**: 4.04 eV/A

Geometry (Å):
C (1.04, -0.21, 0.41)
C (0.09, -0.08, -0.73)
O (-3.20, -1.52, 0.21)
O (-1.22, -0.28, -0.37)
P (-1.80, -1.72, -0.02)
Cl (-4.33, 1.42, 0.27)
H (0.49, -0.16, 1.25)
H (1.46, -1.16, 0.57)
H (1.84, 0.51, 0.54)
H (0.24, -0.74, -1.49)
H (0.24, 0.96, -1.21)
H (-4.11, 0.22, 0.00)

=====

[6]
# C2H6ClO2V

A molecular structure, C2H6ClO2V at a distorted geometry (ωB97M-V/def2-TZVPD, OMol25).

**E_tot**: -44474.79505 eV
**Multiplicity**: 3
**⟨S²⟩**: 2.0477
**Kohn-Sham gap (spin up / spin down)**: 7.24 / 7.17 eV
**Strongest force on any atom**: 3.31 eV/A

Geometry (Å):
O (0.92, 1.39, -4.59)
V (-0.62, 1.38, -4.27)
Cl (-0.69, -0.83, -2.94)
C (0.12, -0.16, 2.28)
C (0.25, -0.08, 0.84)
O (-0.69, -0.97, 0.32)
H (0.55, 0.78, 2.62)
H (0.60, -1.02, 2.76)
H (-0.91, -0.09, 2.62)
H (1.23, -0.34, 0.42)
H (-0.08, 0.93, 0.58)
H (-0.67, -0.99, -0.64)

=====

Question: The highest multiplicity belongs to which entry?
Answer: C2H6ClO2V

=====

Question: What is the formula in the sixth record?
Answer: C2H6ClO2V

=====

Question: Which of these has the lowest strongest force on any atom?
Answer: C2H6ClNS